Here is a 2-piece molecular cluster, C5H14 overall from OMol25. Energies are from ωB97M-V/def2-TZVPD.

CARTESIAN COORDINATES (ANGSTROEM)
1 C 2.501 0.072 -1.665
2 C 2.513 0.370 -0.169
3 H 1.590 -0.388 -2.059
4 H 2.692 0.898 -2.348
5 H 3.322 -0.635 -1.810
6 H 1.650 0.944 0.224
7 H 3.276 1.125 0.036
8 H 2.620 -0.531 0.423
9 C -1.707 -0.520 1.202
10 C -0.984 -0.608 -0.148
11 C -2.831 0.540 1.018
12 H -2.271 -1.375 1.610
13 H -0.907 -0.279 1.921
14 H -1.711 -0.413 -0.927
15 H -3.746 0.044 0.698
16 H -3.009 0.909 2.048
17 H -0.410 -1.558 -0.170
18 H -0.110 0.070 -0.256
19 H -2.477 1.335 0.374

Cartesian forces (eV/Å) of the 6 atoms listed first:
0.226 -0.523 -0.170
-0.633 1.441 -0.205
-0.027 -0.211 0.292
0.054 0.346 0.427
-0.167 -0.055 -0.348
-0.215 -0.400 -0.325

Calculated values
* gap between HOMO and LUMO (alpha / beta): 11.9 / 4.3 eV
* total energy: -5400.6656 eV
* energy relative to the best compared isomer or geometry (same formula, charge and spin): 0.4398 eV
* HOMO (alpha / beta): -15.03 / -14.96 eV
* 2S+1: 2
* expectation value of S²: 0.7526
* total charge: +1

Here are the natural (NBO) charges for atoms 1 to 4, given in e:
1. C -0.62
2. C -0.62
3. H 0.19
4. H 0.23


Here is an isolated ion of composition C4H10N3O and charge +1 from OMol25. Energies are from ωB97M-V/def2-TZVPD.

CARTESIAN COORDINATES (ANGSTROEM)
1 C -1.511 -0.347 0.005
2 C 1.647 -1.107 0.084
3 C 2.006 0.215 -0.548
4 C 0.911 0.193 0.500
5 N -1.402 -1.681 -0.151
6 N -0.450 0.484 0.060
7 N -0.708 1.912 0.188
8 O -2.746 0.152 -0.122
9 H 1.108 -1.971 -0.289
10 H 2.190 -1.472 0.912
11 H 2.867 0.636 -0.286
12 H 1.673 0.370 -1.484
13 H 0.993 0.877 1.323
14 H -0.710 -2.071 -0.767
15 H -2.361 -1.980 -0.281
16 H -2.556 1.099 -0.006
17 H -0.005 2.444 -0.227
18 H -0.946 2.244 1.090

Cartesian forces (eV/Å) of the 6 atoms listed first:
0.725 0.735 -1.769
-1.109 1.291 1.324
-3.002 -2.896 1.874
-0.209 -0.645 -1.292
-1.279 1.255 0.521
-0.703 1.133 0.782

Calculated values
* gap between HOMO and LUMO: 10.8 eV
* total energy: -10819.1349 eV
* energy relative to the best compared isomer or geometry (same formula, charge and spin): 2.2691 eV
* SMILES: N/C(O)=[N+](/N)C1CC1
* HOMO: -14.32 eV
* total charge: +1

Here are the natural (NBO) charges for atoms 1 to 4, given in e:
1. C 0.80
2. C -0.40
3. C -0.38
4. C -0.09


Here is C50H52CsN7O2Se as an isolated structure from OMol25. Energies are from ωB97M-V/def2-TZVPD.

CARTESIAN COORDINATES (ANGSTROEM)
1 Cs -0.829 -0.560 0.814
2 C 3.130 -1.345 2.693
3 C 3.432 0.007 3.278
4 C 4.738 0.457 3.430
5 C 5.016 1.706 3.977
6 C 3.955 2.506 4.383
7 C 2.634 2.091 4.244
8 C 1.493 2.981 4.653
9 C 2.355 0.831 3.672
10 N 1.065 0.459 3.359
11 C 0.142 0.313 4.284
12 O 0.275 0.142 5.514
13 C -1.276 0.310 3.728
14 C -2.202 -0.607 4.198
15 C -3.506 -0.533 3.730
16 C -3.853 0.483 2.850
17 C -2.859 1.356 2.418
18 N -1.594 1.256 2.833
19 C -3.194 2.505 1.486
20 O -4.074 3.304 1.867
21 N -2.513 2.480 0.353
22 C -2.579 3.551 -0.523
23 C -3.211 3.401 -1.773
24 C -3.909 2.106 -2.092
25 C -3.167 4.439 -2.698
26 C -2.491 5.623 -2.423
27 C -1.872 5.771 -1.185
28 C -1.923 4.765 -0.227
29 C -1.278 4.928 1.121
30 H 4.047 -1.903 2.491
31 H 2.555 -1.282 1.764
32 H 2.513 -1.933 3.376
33 H 5.554 -0.191 3.119
34 H 6.040 2.043 4.094
35 H 4.152 3.483 4.816
36 H 1.853 3.979 4.915
37 H 0.960 2.556 5.507
38 H 0.760 3.062 3.845
39 H -1.893 -1.343 4.928
40 H -4.252 -1.242 4.069
41 H -4.867 0.619 2.502
42 H -4.455 1.736 -1.226
43 H -3.194 1.323 -2.366
44 H -4.602 2.229 -2.927
45 H -3.672 4.314 -3.652
46 H -2.459 6.422 -3.155
47 H -1.343 6.690 -0.951
48 H -0.727 5.870 1.182
49 H -0.599 4.096 1.333
50 H -2.038 4.905 1.907
51 C 1.497 -5.106 1.658
52 C 2.090 -5.890 0.673
53 C 2.285 -5.337 -0.580
54 C 1.904 -4.008 -0.845
55 C 1.292 -3.170 0.112
56 C 1.092 -3.810 1.353
57 C 2.194 -3.530 -2.221
58 C 3.395 -3.976 -2.877
59 C 3.690 -3.578 -4.137
60 C 2.777 -2.746 -4.834
61 C 2.982 -2.285 -6.157
62 C 2.046 -1.492 -6.765
63 C 0.860 -1.140 -6.076
64 C 0.643 -1.560 -4.793
65 C 1.608 -2.364 -4.127
66 N 1.364 -2.714 -2.835
67 H 1.353 -5.509 2.657
68 H 2.380 -6.916 0.876
69 H 2.687 -5.971 -1.370
70 H 0.628 -3.249 2.171
71 H 4.079 -4.611 -2.330
72 H 4.613 -3.883 -4.622
73 H 3.878 -2.590 -6.689
74 H 2.199 -1.158 -7.785
75 H 0.095 -0.562 -6.579
76 H -0.286 -1.347 -4.271
77 N 3.075 0.532 -3.853
78 C 2.091 1.334 -3.037
79 C 2.178 0.899 -1.573
80 C 2.418 2.065 -0.607
81 N 2.175 1.571 0.728
82 C 1.454 3.227 -0.878
83 C 1.204 3.522 -2.374
84 N -0.122 3.090 -2.826
85 C 2.293 2.824 -3.226
86 H 2.808 -0.456 -3.845
87 H 4.016 0.607 -3.471
88 H 3.078 0.818 -4.830
89 H 1.116 1.087 -3.450
90 H 2.939 0.124 -1.421
91 H 1.250 0.465 -1.252
92 H 3.447 2.429 -0.754
93 H 1.941 2.291 1.400
94 H 2.929 1.018 1.116
95 H 1.840 4.114 -0.370
96 H 0.494 2.992 -0.403
97 H 1.278 4.595 -2.550
98 H -0.729 3.886 -2.987
99 H -0.598 2.557 -2.105
100 H 3.291 3.132 -2.896
101 H 2.165 3.103 -4.277
102 Se -2.636 -3.336 -3.793
103 C -4.536 -3.317 -3.743
104 C -5.281 -4.483 -3.499
105 C -6.670 -4.478 -3.497
106 C -7.380 -3.305 -3.728
107 C -6.665 -2.133 -3.948
108 C -5.276 -2.137 -3.952
109 H -4.744 -5.403 -3.308
110 H -7.208 -5.402 -3.307
111 H -8.464 -3.305 -3.732
112 H -7.196 -1.200 -4.113
113 H -4.730 -1.216 -4.113

Cartesian forces (eV/Å) of the 6 atoms listed first:
0.631 -0.625 -0.945
0.025 0.054 0.060
-0.012 -0.054 -0.018
0.019 0.017 0.005
-0.089 -0.043 0.004
-0.027 -0.024 -0.015

Calculated values
* gap between HOMO and LUMO: 4.0 eV
* total energy: -133115.0087 eV
* energy relative to the best compared isomer or geometry (same formula, charge and spin): 0.0000 eV
* HOMO: -1.36 eV
* total charge: -2

Here are the Mulliken charges for atoms 1 to 4, given in e:
1. Cs 1.28
2. C -0.88
3. C 0.61
4. C -0.65


Copy entry 1 word for word.
Here is a 2-piece molecular cluster, C5H14 overall from OMol25. Energies are from ωB97M-V/def2-TZVPD.

CARTESIAN COORDINATES (ANGSTROEM)
1 C 2.501 0.072 -1.665
2 C 2.513 0.370 -0.169
3 H 1.590 -0.388 -2.059
4 H 2.692 0.898 -2.348
5 H 3.322 -0.635 -1.810
6 H 1.650 0.944 0.224
7 H 3.276 1.125 0.036
8 H 2.620 -0.531 0.423
9 C -1.707 -0.520 1.202
10 C -0.984 -0.608 -0.148
11 C -2.831 0.540 1.018
12 H -2.271 -1.375 1.610
13 H -0.907 -0.279 1.921
14 H -1.711 -0.413 -0.927
15 H -3.746 0.044 0.698
16 H -3.009 0.909 2.048
17 H -0.410 -1.558 -0.170
18 H -0.110 0.070 -0.256
19 H -2.477 1.335 0.374

Cartesian forces (eV/Å) of the 6 atoms listed first:
0.226 -0.523 -0.170
-0.633 1.441 -0.205
-0.027 -0.211 0.292
0.054 0.346 0.427
-0.167 -0.055 -0.348
-0.215 -0.400 -0.325

Calculated values
* gap between HOMO and LUMO (alpha / beta): 11.9 / 4.3 eV
* total energy: -5400.6656 eV
* energy relative to the best compared isomer or geometry (same formula, charge and spin): 0.4398 eV
* HOMO (alpha / beta): -15.03 / -14.96 eV
* 2S+1: 2
* expectation value of S²: 0.7526
* total charge: +1

Here are the natural (NBO) charges for atoms 1 to 4, given in e:
1. C -0.62
2. C -0.62
3. H 0.19
4. H 0.23


- Look up the energy relative to the best compared isomer or geometry (same formula, charge and spin) of the second one.
  2.2691 eV